No. 1
The molecule C5H10O, computed with the ωB97M-V functional and the def2-TZVPD basis.

Computed properties:
F_max: 0.00554 hartree/bohr
Kohn-Sham gap: 11.154 eV

```
16
C5H10O the ωB97M-V functional and the def2-TZVPD basis
O 1.627 0.035 1.630
C 1.650 -0.530 0.330
C 0.335 -0.388 -0.421
C -0.972 -0.798 0.290
C -1.679 0.372 -0.423
C -0.292 1.009 -0.664
H 1.700 0.992 1.538
H 2.473 -0.092 -0.256
H 1.868 -1.595 0.478
H 0.430 -0.917 -1.376
H -0.882 -0.617 1.365
H -1.346 -1.812 0.123
H -2.141 0.053 -1.363
H -2.414 0.946 0.148
H -0.043 1.710 0.142
H -0.122 1.504 -1.625
```

=====

No. 2
A cluster of 2 separate species, C14H20NO in total, computed with the ωB97M-V functional and the def2-TZVPD basis.

Computed properties:
total charge: +1
F_max: 0.03511 hartree/bohr
Kohn-Sham gap: 6.439 eV

```
36
C14H20NO the ωB97M-V functional and the def2-TZVPD basis
C -1.781 -1.370 1.710
C -3.214 -0.808 2.035
C -2.997 0.678 2.108
C -1.693 1.015 1.799
C -0.905 -0.154 1.602
C 0.528 -0.183 1.714
C 1.261 1.036 1.730
C 2.634 1.037 1.955
C 3.324 -0.171 2.139
C 2.617 -1.385 2.123
C 1.245 -1.401 1.892
H -1.478 -2.029 2.533
H -1.774 -1.959 0.779
H -3.912 -1.068 1.228
H -3.600 -1.247 2.969
H -3.779 1.362 2.429
H -1.287 2.029 1.741
H 0.729 1.983 1.593
H 3.166 1.990 1.992
H 4.409 -0.167 2.262
H 3.142 -2.327 2.293
H 0.694 -2.346 1.875
C 0.749 1.536 -4.319
C 0.121 0.367 -3.604
O 0.805 -0.796 -4.050
C 0.147 0.482 -2.087
N -0.366 -0.731 -1.474
H 0.245 2.475 -4.077
H 1.806 1.631 -4.048
H 0.704 1.408 -5.404
H -0.931 0.301 -3.915
H 0.425 -1.558 -3.578
H 1.189 0.622 -1.770
H -0.444 1.362 -1.792
H -0.531 -0.609 -0.483
H -1.248 -1.005 -1.900
```